[1]
A 3-piece molecular cluster, C20H37O13P2 overall at a distorted geometry, computed with the ωB97M-V functional and the def2-TZVPD basis.

* M: 547.451 g mol⁻¹
* frontier orbital gap: 4.486 eV

```
! wB97M-V def2-TZVPD RIJCOSX def2/J DEFGRID3
* xyz -1 1
C 0.0543 -0.1327 -6.4430
C -0.8132 0.0926 -5.1256
C -1.7771 1.3300 -5.2765
C -3.0042 1.0739 -6.1806
C -4.0937 0.2582 -5.9940
C -4.3635 -0.6815 -4.7705
O -4.6142 -0.2205 -3.6459
O -4.3216 -1.9494 -5.0197
C -5.0672 0.4102 -7.2045
O -5.8638 -0.3155 -7.6797
O -4.7427 1.7427 -7.6310
C -3.3443 1.7313 -7.5705
O -2.5320 2.0844 -8.3739
H -0.1311 -1.1664 -6.8242
H -0.1775 0.6648 -7.2038
H 1.1408 0.0134 -6.1874
H -0.0707 0.3755 -4.3193
H -1.3238 -0.8305 -4.7545
H -2.1289 1.6197 -4.2499
H -1.1751 2.1535 -5.7524
O 1.0133 3.5557 -1.9940
P 1.6668 3.3340 -0.6440
O 0.7647 2.0385 -0.1695
C 1.0079 0.7761 -0.7827
C 2.3279 0.1784 -0.3264
O 0.8552 4.5629 0.1180
C 0.5377 5.7559 -0.6004
C -0.9256 5.7515 -1.0022
O 2.6460 3.1784 0.7192
C 2.2349 3.4762 2.0536
C 1.1882 2.5434 2.6292
H 0.9803 0.8752 -1.8713
H 0.1898 0.1153 -0.4905
H 3.1682 0.7954 -0.6598
H 2.4547 -0.8262 -0.7309
H 2.3760 0.1298 0.7631
H 1.1883 5.8742 -1.4689
H 0.7337 6.6038 0.0614
H -1.2223 4.8019 -1.4500
H -1.1383 6.5534 -1.7126
H -1.5604 5.8916 -0.1241
H 1.9289 4.5181 2.1463
H 3.1393 3.3782 2.6612
H 0.2108 2.7108 2.1759
H 1.0838 2.7163 3.7034
H 1.4590 1.4983 2.4718
O 2.1711 -1.9945 3.3862
P 1.1430 -2.4379 4.4101
O 1.7930 -3.9192 4.7461
C 2.9802 -3.9788 5.5268
C 2.7161 -3.6302 6.9822
O -0.0084 -2.8562 3.2976
C -0.1361 -2.1018 2.0890
C 0.4941 -2.8538 0.9320
O -0.0032 -2.6418 5.6265
C -1.1021 -3.5539 5.5634
C -0.7258 -5.0212 5.5930
H 3.7424 -3.3196 5.1011
H 3.3537 -5.0024 5.4596
H 2.3960 -2.5887 7.0790
H 3.6169 -3.7722 7.5806
H 1.9181 -4.2515 7.3916
H 0.2999 -1.1070 2.2020
H -1.2020 -1.9611 1.8963
H 1.4862 -3.2348 1.1814
H 0.5785 -2.2137 0.0519
H -0.1121 -3.7232 0.6682
H -1.7488 -3.3298 4.7159
H -1.6999 -3.3446 6.4551
H -0.2711 -5.3362 4.6535
H -1.6184 -5.6327 5.7447
H -0.0203 -5.2338 6.3974
*
```

=====

[2]
C4H4BrClO in the gas phase at a distorted geometry, computed with the ωB97M-V functional and the def2-TZVPD basis.

* M: 183.432 g mol⁻¹
* frontier orbital gap: 10.543 eV
* SMILES string: C=C[C@@H](Br)C(=O)Cl

```
! wB97M-V def2-TZVPD RIJCOSX def2/J DEFGRID3
* xyz 0 1
C -1.7489 -0.2492 -0.3637
C -0.7578 0.2991 0.3383
C 0.5647 0.6413 -0.1566
Br 1.3535 2.3323 0.5994
C 1.5895 -0.5315 0.2612
O 2.6985 -0.3491 0.5867
Cl 0.9125 -2.1420 -0.0189
H -2.6911 -0.6236 -0.1494
H -1.6615 -0.1979 -1.4075
H -0.8251 0.0769 1.4802
H 0.5658 0.7438 -1.1697
*
```

=====

[3]
C2H7N2O2PS in the gas phase at a distorted geometry, computed with the ωB97M-V functional and the def2-TZVPD basis.

* M: 154.131 g mol⁻¹
* frontier orbital gap: 10.076 eV
* SMILES string: [H]/N=C(/C)O[P@](N)(O)=S

```
! wB97M-V def2-TZVPD RIJCOSX def2/J DEFGRID3
* xyz 0 1
H -0.1497 2.0114 0.5680
N 0.7727 1.7570 0.2043
C 1.0710 0.6489 -0.2578
C 2.4625 0.4113 -0.6315
O 0.1247 -0.4082 -0.5089
P -1.4561 -0.3445 -0.0242
N -1.2751 -0.8627 1.6162
O -1.9296 -1.6600 -0.8063
S -2.6481 1.0961 -0.3038
H 3.0154 1.3595 -0.5997
H 2.9547 -0.4533 -0.1360
H 2.5524 0.0594 -1.6946
H -1.4499 -1.9145 1.5876
H -1.5414 -0.3386 2.4478
H -2.5036 -1.3617 -1.4609
*
```

=====

[4]
An isolated ion of composition C10H12N3OS and charge +1 at a distorted geometry, computed with the ωB97M-V functional and the def2-TZVPD basis.

* M: 222.293 g mol⁻¹
* frontier orbital gap: 9.259 eV
* SMILES string: NC(=O)[N@+]1(c2ccccc2)CCNC1=S

```
! wB97M-V def2-TZVPD RIJCOSX def2/J DEFGRID3
* xyz 1 1
N -1.2033 0.3412 2.4338
C -1.2540 1.0429 1.3006
O -1.6317 2.1411 1.0675
N -0.6731 0.1555 0.0615
C 0.7853 -0.0382 0.0810
C 1.2986 -1.1847 -0.4946
C 2.6702 -1.3950 -0.4642
C 3.5453 -0.5152 0.0087
C 3.0206 0.6694 0.6674
C 1.7126 0.9166 0.5898
C -0.9831 0.9613 -1.2612
C -2.4307 0.3995 -1.6590
N -2.5178 -0.8472 -0.9015
C -1.6194 -1.1024 0.0304
S -1.4747 -2.3523 0.9623
H -0.9903 -0.7455 2.4096
H -1.5790 0.7176 3.3005
H 0.7151 -1.9587 -0.9295
H 3.0106 -2.4396 -0.8689
H 4.5864 -0.5028 -0.1366
H 3.8766 1.1782 1.0971
H 1.3252 1.8652 1.0461
H -0.3797 0.6215 -2.0806
H -0.7522 1.9264 -0.9371
H -3.2270 1.0883 -1.3589
H -2.4959 0.3876 -2.8090
H -3.3347 -1.3306 -1.1552
*
```

=====

[5]
C9H21CuN4O6 as an isolated structure at a distorted geometry, computed with the ωB97M-V functional and the def2-TZVPD basis.

* M: 344.835 g mol⁻¹
* frontier orbital gap (alpha / beta): 3.872 / 3.466 eV

```
! wB97M-V def2-TZVPD RIJCOSX def2/J DEFGRID3
* xyz 1 2
Cu -6.2343 0.3279 -0.8297
N -2.4275 -1.1650 -3.3213
O -2.4421 -1.6916 -4.4384
O -1.4104 -0.8371 -2.8458
O -3.4880 -1.0864 -2.6523
C 2.6941 1.9518 -4.0716
C 4.1302 2.4786 -4.2475
O 5.1217 1.7463 -4.2975
N 4.1982 3.8103 -4.4397
C 5.3995 4.5788 -4.5662
H 2.1583 2.2633 -3.1749
H 2.7280 0.8672 -3.9688
H 2.0332 2.2878 -4.8706
H 3.3279 4.3226 -4.4490
H 5.7148 4.8412 -3.5564
H 5.1467 5.5469 -4.9987
H 6.1729 4.1481 -5.2022
C -4.5878 -0.4777 4.1637
C -4.4021 -1.4174 2.9340
O -4.4783 -0.8601 1.8466
N -4.1009 -2.6873 3.0303
C -3.9258 -3.6574 1.9679
H -4.0016 -0.9571 4.9478
H -5.6488 -0.6043 4.3790
H -4.2737 0.5587 4.0394
H -4.1151 -3.0201 3.9838
H -4.7305 -4.3917 2.0038
H -3.0071 -4.1205 2.3280
H -3.7441 -3.2096 0.9908
C 1.6494 0.5599 1.1631
C 1.8523 -0.1746 2.4252
O 2.4069 0.4486 3.3662
N 1.3582 -1.4414 2.4653
C 1.3667 -2.2736 3.6674
H 0.6346 0.6426 0.7741
H 2.4316 0.2806 0.4571
H 1.8812 1.5852 1.4514
H 0.8004 -1.7734 1.6916
H 0.6166 -1.8153 4.3119
H 2.3127 -2.3894 4.1964
H 0.8821 -3.1954 3.3457
*
```

=====

[6]
An isolated ion of composition C3H2NOS2 and charge -1 at a distorted geometry, computed with the ωB97M-V functional and the def2-TZVPD basis.

* M: 132.189 g mol⁻¹
* frontier orbital gap (alpha / beta): 6.837 / 6.817 eV

```
! wB97M-V def2-TZVPD RIJCOSX def2/J DEFGRID3
* xyz -1 1
C -0.6616 1.0596 0.0819
C 1.8092 -0.3622 0.1508
C -0.9655 -0.5040 -0.1153
N 0.5045 1.5083 -0.0107
O -1.7405 1.6423 0.1601
S 3.3633 -0.3008 0.1283
S 0.5828 -1.5406 0.0758
H -1.7124 -0.7707 0.6264
H -1.1798 -0.7318 -1.0974
*
```

=====

[7]
C17H25Cl5N7O3PdS as an isolated structure at a distorted geometry, computed with the ωB97M-V functional and the def2-TZVPD basis.

* M: 691.185 g mol⁻¹
* frontier orbital gap (alpha / beta): 6.429 / 2.699 eV

```
! wB97M-V def2-TZVPD RIJCOSX def2/J DEFGRID3
* xyz 3 5
Pd -0.3831 0.0672 0.1483
Cl -0.4536 -3.4359 -6.3309
C -0.2131 -2.3172 -5.1002
C -0.8030 -2.5257 -3.8323
Cl -1.7359 -3.9056 -3.5666
C -0.6130 -1.5906 -2.8075
Cl -1.3004 -1.8380 -1.2689
C 0.1525 -0.3751 -2.9813
O 0.2863 0.4725 -2.0922
C 0.7618 -0.1991 -4.2880
Cl 1.6813 1.1740 -4.5332
C 0.5766 -1.1603 -5.3197
Cl 1.2967 -0.9295 -6.8182
C 3.4143 -3.3143 2.6909
N 2.9776 -2.5820 1.4984
C 3.7645 -2.7865 0.2888
C 1.9103 -1.7680 1.5249
N 1.4705 -1.0687 0.5197
N 1.2887 -1.6770 2.7600
C 0.0299 -1.2118 3.0737
N -0.2527 -1.2368 4.3895
N -0.8068 -0.8151 2.1725
H 4.2600 -3.9392 2.4260
H 2.6261 -3.9697 3.0656
H 3.7548 -2.6440 3.4843
H 4.1066 -3.8179 0.2654
H 4.6371 -2.1307 0.2664
H 3.1772 -2.6249 -0.6118
H 2.0404 -1.1275 -0.3069
H 1.8284 -2.0087 3.5407
H 0.3791 -1.6025 5.0816
H -1.1782 -1.0132 4.7111
H -1.7123 -0.5590 2.5421
N 0.1760 1.9012 1.2249
C -0.4242 2.7599 1.7357
N -1.0897 3.7214 2.2887
C -1.7797 3.5627 3.5747
C -1.4217 4.7444 4.4811
O -1.6762 5.9586 3.8180
C -0.8833 6.1209 2.6665
C -1.2253 5.0360 1.6426
H -1.4898 2.6199 4.0351
H -2.8590 3.5733 3.4003
H -0.3674 4.6774 4.7792
H -2.0471 4.7248 5.3708
H 0.1839 6.0670 2.9170
H -1.1066 7.1004 2.2505
H -0.5681 5.0922 0.7770
H -2.2645 5.1695 1.3305
C -4.7327 1.8429 -1.1290
S -3.0592 2.3518 -0.7065
C -2.4535 2.6191 -2.3863
O -2.3898 1.0868 -0.1985
H -5.2241 2.6690 -1.6439
H -5.2623 1.6218 -0.2050
H -4.6908 0.9584 -1.7621
H -2.8648 3.5630 -2.7449
H -2.7711 1.8024 -3.0343
H -1.3679 2.6836 -2.3409
*
```

=====

Question: Which of these has the highest M?
Answer: C17H25Cl5N7O3PdS

=====

Question: The lowest M belongs to which entry?
Answer: C3H2NOS2

=====

Question: Number 7 is which compound?
Answer: C17H25Cl5N7O3PdS